Below is C8H9NO2 as an isolated structure, with properties calculated with wB97M-V/def2-TZVPD.

Summary:
charge = 0
multiplicity = 1
HOMO level = -8.60 eV
ΔE to the lowest compared entry with this formula, charge and spin = 459.59 kJ/mol
frontier orbital gap = 9.31 eV

Geometry as XYZ:
```
20
C8H9NO2 (wB97M-V/def2-TZVPD)
C -3.192 0.979 0.022
C 1.312 1.176 -0.090
C 3.344 -0.155 0.021
H 3.144 -2.244 0.523
O -1.032 -1.886 -0.432
C -1.536 -0.913 -0.040
H 3.053 1.963 -0.277
C 2.753 1.070 -0.210
H 0.761 2.147 0.006
C 2.473 -1.360 0.238
H -4.438 1.316 -0.336
H -2.728 1.579 -0.841
N -2.873 -0.471 0.064
C 0.468 0.022 -0.138
H -3.753 -1.185 0.151
C 1.064 -1.207 0.072
H 4.575 -0.115 -0.192
O -0.807 0.174 0.286
H -3.018 1.227 1.140
H 0.431 -2.117 0.031
```

How positive or negative is each atom? The Löwdin charges in e answer that:
1 C -0.132
2 C 0.025
3 C -0.093
4 H 0.111
5 O 0.110
6 C -0.562
7 H 0.015
8 C -0.104
9 H 0.124
10 C -0.034
11 H 0.152
12 H 0.086
13 N -0.022
14 C -0.250
15 H 0.206
16 C -0.041
17 H 0.153
18 O 0.059
19 H 0.096
20 H 0.099